Entry from the Open Molecules 2025 dataset: a single C5H4N2O molecule (ωB97M-V/def2-TZVPD).

As for the spin multiplicity: 1. As for the frontier orbital gap: 11.08 eV. The lowest unoccupied orbital energy is -0.22 eV. The net charge is 0. The molecular weight is 108.10 g/mol. The calculation puts the HOMO energy at -11.29 eV. The structure (SMILES) is C=CC(O)(C#N)C#N.

Atoms and positions in Å:
O  -0.52141  -0.40326  1.62244
N  -2.56626  -1.43583  -0.69873
N  -1.31333  2.36851  -0.18280
C  -1.14032  1.23711  0.09981
C  -0.45584  -0.05337  0.26776
C  -1.54718  -0.97797  -0.11144
C  0.72887  0.08183  -0.66137
C  1.83918  -0.51522  -0.24377
H  1.91631  -0.74218  0.73435
H  2.45688  -0.38390  -1.26935
H  0.68895  0.55838  -1.61918
H  -0.08587  0.26590  2.06228

Mulliken atomic charge list, values in e, 8 entries: atom 1 (O): -0.5196, atom 2 (N): -0.4599, atom 3 (N): -0.4261, atom 4 (C): -0.0674, atom 5 (C): 1.4834, atom 6 (C): -0.1181, atom 7 (C): -0.5465, atom 8 (C): -0.6956



Entry from the Open Molecules 2025 dataset: a molecular structure, C2H7N3 (ωB97M-V/def2-TZVPD).

As for the spin multiplicity: 1. As for the frontier orbital gap: 9.55 eV. The lowest unoccupied orbital energy is 0.91 eV. The net charge is 0. The molecular weight is 73.10 g/mol. The calculation puts the HOMO energy at -8.64 eV.

Atoms and positions in Å:
N  -0.48598  1.97607  -1.28538
N  0.34741  1.36133  -0.29459
N  0.88143  -0.78789  0.57417
C  0.03967  0.00942  -0.06791
C  0.14585  -2.02028  1.04912
H  1.03906  -3.00690  1.57573
H  0.06859  2.19901  -2.22595
H  -0.80065  -1.66025  2.22322
H  1.36025  1.53511  -0.27101
H  -0.94804  2.86756  -0.86550
H  -0.67294  -2.30819  -0.04637
H  -0.97465  -0.16499  -0.36552

Mulliken atomic charge list, values in e, 8 entries: atom 1 (N): -0.5416, atom 2 (N): -0.1297, atom 3 (N): -0.4722, atom 4 (C): -0.0256, atom 5 (C): -0.5391, atom 6 (H): 0.2341, atom 7 (H): 0.2480, atom 8 (H): 0.1721



Entry from the Open Molecules 2025 dataset: a molecular structure, C36H32FN7O7SW (ωB97M-V/def2-TZVPD).

As for the spin multiplicity: 2. As for the frontier orbital gap (spin up / spin down): 4.60 / 4.93 eV. The lowest unoccupied orbital energy (spin up / spin down) is -9.17 / -8.84 eV. The net charge is +3. The molecular weight is 909.60 g/mol. The calculation puts the HOMO energy (spin up / spin down) at -13.77 / -13.77 eV. As for the expectation value of S²: 0.760.

Atoms and positions in Å:
W  -1.05727  -0.38178  -2.31112
S  0.79146  -0.10108  -4.09030
F  3.94234  -0.19932  2.35418
O  0.16180  -1.89671  -1.82119
O  -1.95694  -2.02912  -3.38062
O  -0.11701  0.11475  -0.46493
O  -3.79179  -1.23672  -7.10655
O  -1.40252  -4.62626  0.36596
O  -4.13806  0.26665  0.36239
O  -2.59999  -0.40009  -1.05836
N  -2.37186  0.39479  -3.88753
N  1.04886  -2.42434  -2.82888
N  3.33207  0.99979  4.80565
N  -1.08992  2.04286  -2.26416
N  5.48219  1.33281  6.64384
N  -1.29796  1.23804  3.29219
N  -2.99253  -0.50237  -4.68459
C  -3.67600  -2.50519  -6.52070
C  -0.52841  0.38594  0.72922
C  1.80865  0.33699  1.50264
C  1.47682  -1.61001  -3.88454
C  -2.82332  2.88261  4.57783
C  3.32317  2.16481  5.71936
C  1.00977  1.17849  4.07969
C  0.07828  1.01414  3.05529
C  -2.69483  1.66512  -3.94162
C  -3.16640  -4.11286  -4.75171
C  1.54605  -3.65801  -2.59501
C  0.43837  0.66443  1.72377
C  -0.53618  -4.01497  0.82276
C  -3.45004  -5.20671  -5.56493
C  -1.41352  4.87787  -2.45021
C  -2.97952  0.14020  0.14055
C  2.69724  0.32250  2.56409
C  -2.23267  0.85648  2.33051
C  2.36468  -2.17994  -4.82646
C  -3.21493  -2.82245  -5.25796
C  4.01603  -0.19262  5.33257
C  -0.39487  2.88790  -1.44982
C  2.71512  -3.55883  -4.70073
C  5.47307  0.20267  5.59674
C  -0.51956  4.25203  -1.54751
C  -1.36201  3.03117  4.98428
C  -1.88724  0.47824  1.06861
C  -2.14072  4.00532  -3.25550
C  4.70370  2.57182  6.23375
C  -3.98502  -4.93966  -6.83692
C  -4.01727  -3.61878  -7.35055
C  2.36079  -4.24957  -3.54775
C  -1.83262  1.69523  4.51028
C  -1.95689  2.60732  -3.16806
C  2.37782  0.86164  3.84288
C  -2.74900  -1.75189  -4.34255
H  4.51357  3.21739  7.12185
H  2.75024  -1.55723  -5.67423
H  3.95008  -0.97021  4.57252
H  2.69010  1.87362  6.63014
H  -0.74468  3.60690  4.22264
H  -3.57062  2.00736  -4.53701
H  -3.29214  0.86568  2.64523
H  1.26976  -4.14181  -1.67527
H  3.31974  -4.03205  -5.47620
H  -4.34813  -3.44716  -8.36307
H  -1.54407  5.94517  -2.50076
H  6.05886  -0.70043  5.98243
H  2.61347  -5.27977  -3.39142
H  -2.95062  4.35448  -3.93372
H  -3.46142  2.73754  5.43674
H  2.81826  3.02345  5.20753
H  5.30221  3.15591  5.53720
H  5.04156  0.97056  7.49415
H  0.37102  2.41421  -0.80648
H  6.49457  1.54711  6.86018
H  -2.05261  1.01141  5.34801
H  -3.33802  -6.29536  -5.30205
H  6.00002  0.58705  4.75656
H  -2.89210  -4.18356  -3.71096
H  0.04264  4.85815  -0.85277
H  2.11385  0.08567  0.49912
H  -3.14612  3.34151  3.63607
H  -3.47361  -0.60975  -6.36265
H  -4.31801  -5.78776  -7.47142
H  -1.20106  3.08481  6.05205
H  0.79375  1.58671  5.05446
H  3.41810  -0.52292  6.25288

Mulliken atomic charge list, values in e, 8 entries: atom 1 (W): 2.0896, atom 2 (S): -0.3708, atom 3 (F): -0.3267, atom 4 (O): -0.2310, atom 5 (O): -0.8801, atom 6 (O): -1.1249, atom 7 (O): -0.6052, atom 8 (O): -0.1534